(1)
C26H52Cl12O12 | ωB97M-V/def2-TZVPD

Gap between HOMO and LUMO = 10.022 eV
HOMO level = -9.68 eV
Structure (SMILES) = C[C@H]1COC(=O)O1.C[C@H]1COC(=O)O1.COCCOCCOC.COCCOCCOC.ClCCl.ClCCl.ClCCl.ClCCl.ClCCl.ClCCl
Molar mass = 982.13 g mol⁻¹
Calculated total energy = -7446.91292 Eh

Each line ends with the Mulliken charge.
Atoms and positions in Å:
Cl -18.3553 -19.5125 -7.5602  -0.19
Cl -22.7277 -18.5928 -2.4487  -0.02
Cl -25.2797 -14.3822 -4.5589  -0.24
Cl -21.4919 -12.1322 -5.8927  -0.02
Cl -21.4159 -11.4169 -2.4356  -0.15
Cl -23.1874 -9.7647 -0.8891  -0.17
Cl -24.8673 -15.4763 -1.8148  -0.17
Cl -21.9875 -10.1969 -8.0218  -0.16
Cl -19.8643 -20.8998 -0.2923  -0.18
Cl -19.1369 -16.7169 -7.1587  -0.09
Cl -22.4055 -18.4693 0.4325  -0.01
Cl -18.9908 -18.1245 -0.4218  -0.09
O -15.5053 -13.5315 2.8394  -0.14
O -23.5196 -17.6778 -5.7545  -0.29
O -22.8608 -17.2988 3.2320  -0.18
O -20.3451 -16.5291 -3.0272  0.18
O -18.7019 -15.4978 -3.9844  -0.44
O -23.9518 -17.3678 5.1292  -0.41
O -28.5478 -16.0882 -4.5118  -0.28
O -26.5561 -17.5344 -5.8541  -0.03
O -18.7905 -17.7563 -4.0809  -0.59
O -15.4798 -16.4688 3.3015  -0.28
O -24.2193 -19.0443 3.6478  -0.46
O -17.7261 -12.1933 1.6485  -0.21
C -15.8796 -12.2150 3.1960  -0.65
C -19.2660 -16.6802 -3.7902  0.46
C -20.8478 -15.1316 -1.1749  -1.00
C -14.3405 -15.6187 3.2857  -0.53
C -22.3888 -16.1205 3.9522  0.32
C -24.4037 -18.7551 -5.7854  -0.48
C -23.3020 -16.1116 5.1797  -0.38
C -25.7510 -18.4513 -6.5468  -0.73
C -23.1168 -11.2093 -1.9310  -0.16
C -14.6766 -14.2171 3.7366  -0.60
C -25.0786 -15.8504 -3.5665  0.78
C -22.4847 -14.9952 2.9522  -1.17
C -19.4310 -14.4464 -3.2917  -0.11
C -22.1032 -18.0158 -5.8628  -0.72
C -19.4673 -19.5351 -1.3491  0.30
C -29.0187 -14.9249 -3.8686  -0.80
C -17.7976 -17.8510 -7.1761  -0.20
C -27.8407 -17.3430 -6.4039  -0.67
C -18.4408 -11.5075 0.6421  -0.62
C -20.6439 -15.1331 -2.7241  0.54
C -20.7633 -11.1127 -7.1163  -0.37
C -23.4033 -19.0602 -0.8320  -0.78
C -23.7030 -18.0567 3.9675  0.54
C -28.5290 -16.0459 -5.9067  -0.58
C -16.5411 -11.5042 1.9842  -0.53
C -15.2004 -17.7570 2.7710  -0.70
H -18.6168 -10.4615 0.9939  0.33
H -14.3778 -18.2621 3.3265  0.29
H -13.6659 -13.7190 3.8457  0.33
H -24.1057 -15.3806 5.1599  0.27
H -23.5556 -14.9410 2.6127  0.30
H -21.8705 -15.2476 2.1196  0.19
H -24.1944 -16.2853 -3.8871  -0.61
H -21.0684 -14.1425 -0.7475  0.25
H -16.1003 -18.3625 2.7971  0.25
H -24.7153 -19.0917 -4.7991  0.21
H -14.8551 -17.7495 1.7179  0.29
H -16.5418 -12.2530 4.0699  0.33
H -20.1496 -10.3568 -6.5870  0.27
H -18.7625 -14.0559 -2.5128  0.15
H -28.0367 -15.1214 -6.2504  0.31
H -26.2094 -19.4496 -6.7221  0.34
H -21.6017 -14.8634 -3.1857  0.03
H -28.4188 -14.0491 -4.0755  0.30
H -21.7844 -18.5556 -4.9748  0.30
H -25.5149 -18.0585 -7.5558  0.33
H -23.3151 -20.1111 -0.8955  0.40
H -29.0417 -15.0750 -2.7847  0.24
H -13.9852 -15.6218 2.2670  0.35
H -14.9427 -11.6719 3.4554  0.37
H -22.7176 -16.1228 6.1054  0.28
H -29.5331 -16.0115 -6.3260  0.46
H -23.5892 -11.0528 -2.9006  0.30
H -21.5961 -17.0744 -5.8553  -0.01
H -21.9493 -18.4901 -6.8297  0.50
H -20.3734 -19.3236 -1.8918  -0.45
H -28.5662 -18.0922 -6.1932  0.35
H -27.8873 -17.1363 -7.4489  0.35
H -20.1729 -11.7106 -7.8148  0.30
H -22.2100 -14.0702 3.4250  0.41
H -25.9459 -16.4957 -3.6777  0.23
H -23.4471 -12.0393 -1.3735  0.17
H -18.6416 -19.9030 -1.9583  0.38
H -21.6689 -15.8049 -0.9659  0.05
H -19.9040 -15.4472 -0.7372  0.32
H -17.9366 -11.4416 -0.3349  0.25
H -17.0829 -17.5899 -7.9748  0.36
H -16.6925 -10.4880 2.3114  0.40
H -13.5741 -16.0602 3.9845  0.34
H -19.3974 -12.0142 0.6133  0.13
H -15.8096 -11.5688 1.1654  0.29
H -30.0894 -14.8159 -4.1649  0.34
H -17.3282 -18.0104 -6.2062  0.14
H -19.5698 -13.6037 -3.9823  0.22
H -15.0850 -14.2505 4.7689  0.31
H -23.9605 -19.6583 -6.2270  0.56
H -24.3187 -18.5574 -0.8595  0.39
H -21.3531 -16.3008 4.2589  0.27

(2)
C26H52Cl20N3O4S | ωB97M-V/def2-TZVPD

Gap between HOMO and LUMO = 5.923 eV
HOMO level = -10.08 eV
Molar mass = 1211.85 g mol⁻¹
Net charge = +1
Calculated total energy = -11088.36398 Eh

Each line ends with the Mulliken charge.
Atoms and positions in Å:
Cl 2.0521 2.9544 5.6598  -0.12
Cl 5.1236 2.6511 1.1323  -0.06
Cl 0.6109 -1.5135 -1.6916  -0.14
Cl -3.1271 0.9139 2.8441  -0.12
Cl 0.3014 -4.8606 -2.3185  -0.21
Cl -0.5604 1.1267 5.0932  -0.14
Cl 3.4588 -9.0074 -5.7941  -0.18
Cl 5.8588 6.3721 1.0753  -0.19
Cl -1.6901 -1.3322 -5.7053  -0.11
Cl -7.2372 -1.2879 1.9078  -0.20
Cl -0.1607 3.2994 8.2435  -0.17
Cl -5.9793 -1.3243 5.0871  -0.17
Cl -5.3541 -2.7747 -2.6053  -0.17
Cl 6.4871 -0.2535 2.3137  -0.19
Cl 6.0207 -2.5902 0.2358  -0.11
Cl 4.3478 9.3805 1.6741  -0.19
Cl 4.7628 -2.5537 -2.9434  -0.16
Cl -6.8650 0.2336 -2.0065  -0.18
Cl -3.7381 -1.1533 -8.4376  -0.18
Cl 1.9478 -5.9991 -5.1953  -0.18
S 0.9384 0.4367 -0.2155  1.53
O 0.3047 -0.9757 0.0713  -0.54
O 0.7486 4.4699 1.8987  -0.15
O 1.4922 0.4103 -1.6795  -0.57
O 0.9890 4.9091 3.1306  -0.34
N -0.7677 2.8129 0.8490  0.39
N -2.5911 2.8934 -0.7550  -0.09
N -3.3379 0.2066 -2.3157  -0.26
C 0.0411 3.1657 2.0764  -0.20
C 2.3694 0.6443 0.9631  -0.49
C -3.9712 -0.3433 -6.8675  -0.38
C -6.0080 -2.3996 2.5623  -0.37
C -2.0595 3.5773 0.5236  -0.24
C -2.2504 1.6313 5.3437  -0.60
C 1.4282 -2.4450 -2.9721  -0.27
C -3.2333 0.7303 4.6134  -0.52
C 5.7467 -3.9946 -0.8252  -0.55
C -2.6526 0.0705 -6.2341  -0.26
C 2.1880 4.0633 7.0473  -0.54
C 6.7242 0.4641 0.7000  -0.41
C -1.9463 0.7881 -2.4678  0.41
C 6.7288 1.9837 0.7429  -0.68
C 1.6119 3.4643 8.3202  -0.46
C -0.4216 1.6989 -0.1046  -0.10
C 1.8888 -8.7356 -4.9975  -0.46
C -1.6685 1.7666 -1.1654  -0.28
C 3.5472 7.8359 1.2885  -0.42
C 5.9920 -3.6655 -2.2890  -0.48
C 0.5540 -3.5644 -3.5142  0.08
C -6.9241 -2.5029 -1.8087  0.05
C -7.6657 -1.3109 -2.3921  -0.48
C -6.2533 -2.7288 4.0260  -0.52
C 4.2888 6.6440 1.8719  -0.02
C 1.1472 -7.5437 -5.5809  -0.41
H 6.4397 -4.7762 -0.4992  0.34
H 2.3686 -2.8287 -2.5644  -0.17
H 2.5306 1.7224 1.3863  0.04
H -7.7547 -1.3842 -3.4804  0.36
H -3.4784 3.2620 -1.1696  0.28
H 0.1388 -7.4903 -5.1602  0.25
H -4.5870 0.5408 -7.0566  0.31
H 1.0582 -7.6169 -6.6692  0.36
H -5.5603 -3.5103 4.3520  0.31
H -6.0566 -3.3129 1.9621  0.35
H -2.3451 2.6737 5.0245  0.31
H 2.2609 -0.1910 1.8085  0.36
H -2.8427 0.6765 -5.3431  0.01
H 3.4582 7.7626 0.2002  0.35
H 7.0065 2.3820 -0.2377  0.33
H 2.0355 2.4771 8.5293  0.30
H -5.0243 -1.9448 2.4103  0.25
H -7.2735 -3.0875 4.1931  0.37
H -4.5364 -1.0189 -6.2181  0.25
H -0.7507 3.3687 2.9464  0.14
H 1.6677 -1.7388 -3.7724  0.44
H 1.2998 -9.6464 -5.1422  0.31
H -2.5513 4.4775 1.1097  0.37
H -4.2575 0.9898 4.8969  0.30
H 2.0681 -8.6134 -3.9250  0.31
H -8.6741 -1.2576 -1.9714  0.32
H -3.9601 0.8572 -1.7603  0.10
H 1.2278 4.0893 3.6933  0.24
H 3.3774 0.3548 0.3948  0.15
H -1.1512 -0.0825 -2.4020  -0.25
H 7.4432 2.3642 1.4793  0.35
H -3.0703 -0.3245 4.8552  0.37
H 2.5388 7.8893 1.7092  0.24
H 6.9757 -3.2106 -2.4409  0.35
H -3.2609 -0.7038 -1.8002  0.23
H 5.9434 -4.5787 -2.8891  0.32
H 1.8320 4.1157 9.1710  0.35
H 0.7312 2.3078 2.4720  0.12
H -2.4364 1.5873 6.4211  0.41
H 5.9395 0.0814 0.0401  0.26
H -1.8440 1.4349 -3.4547  0.15
H 4.4681 6.7662 2.9444  0.33
H 4.7265 -4.3533 -0.6581  0.31
H -0.4270 -3.1943 -3.8271  -0.02
H -7.5131 -3.4137 -1.9534  0.34
H 3.6998 5.7332 1.7272  -0.11
H -6.7448 -2.3807 -0.7362  -0.22
H -2.0420 0.6616 -6.9235  0.38
H 7.6870 0.0993 0.3305  0.44
H 3.2541 4.2693 7.1833  0.36
H 1.6914 5.0018 6.7827  0.30
H 1.0363 -4.0251 -4.3817  0.14

(3)
C26H52F5NO7 | ωB97M-V/def2-TZVPD

Gap between HOMO and LUMO = 9.776 eV
HOMO level = -9.19 eV
Structure (SMILES) = CC(C)CC[C@@H]1C[C@@H](CCCC(F)(F)C(F)(F)F)C(=O)N1.COCCOC.COCCOC.COCCOC
Molar mass = 585.69 g mol⁻¹
Calculated total energy = -2102.55212 Eh

Each line ends with the Mulliken charge.
Atoms and positions in Å:
F 2.3541 5.6059 -2.2742  -0.27
F 2.9629 5.0730 -0.2754  -0.28
F 0.2982 3.7278 -2.1287  -0.31
F 2.9860 3.5897 -1.8495  -0.16
F 0.2142 5.4202 -0.7325  -0.33
O -3.2854 8.5168 2.5391  -0.38
O -1.5471 -3.6996 -2.4195  -0.01
O -2.2111 5.7869 2.7224  -0.33
O -0.2800 -5.5847 4.0456  -0.39
O 1.0750 0.3070 1.3873  -0.72
O -3.3695 -5.9560 -1.9848  -0.41
O -0.9639 -3.6777 1.9125  -0.30
N 1.8652 -1.1195 -0.2509  0.27
C -0.5674 2.6066 0.3085  -0.79
C -1.4921 -5.2388 4.6899  -0.69
C -0.4439 -2.6267 2.7110  -0.54
C 0.1900 -0.6847 -1.8146  -1.17
C 1.1514 -0.0381 0.2146  0.18
C -2.9131 -3.5614 -2.0582  -0.48
C -0.0826 -4.7759 1.7607  -0.38
C -1.0354 6.2473 2.0789  -0.45
C -2.2263 -6.7518 -1.7394  -0.59
C -0.8073 1.3990 -0.6230  -1.47
C -1.3519 -4.0947 -3.7649  -0.98
C 2.3189 4.6438 -1.3622  0.41
C 1.5195 -1.4554 -1.6415  -0.12
C 5.7211 -1.1596 -2.9681  -1.43
C -3.7073 7.5464 3.4813  -0.47
C 0.7923 3.3061 0.1838  -0.97
C 3.5378 0.0820 -2.3994  -0.34
C 0.8719 4.2462 -1.0018  0.96
C -3.3882 -4.7444 -1.2487  -0.27
C 4.9880 -0.2212 -1.9797  0.46
C -2.6032 6.5730 3.8332  -0.58
C -3.6762 8.2296 1.2093  -0.70
C -0.4349 -5.9248 2.6802  -0.67
C 2.6298 -1.1371 -2.6620  -0.98
C 5.1118 -0.7135 -0.5251  -1.49
C 0.4277 0.5758 -0.9789  0.81
H -0.3196 -4.4289 -3.8611  0.25
H -1.0561 7.3283 1.9221  0.39
H -1.2341 -4.7612 5.6335  0.26
H -1.3430 3.3519 0.0907  0.42
H 2.0422 -1.8615 0.4089  0.37
H 0.2392 -6.7611 2.4709  0.38
H -2.9699 5.8910 4.6066  0.39
H -4.4194 -4.5696 -0.9288  0.40
H -0.1479 5.9901 2.6702  0.35
H 0.2982 -2.0411 2.1570  0.02
H 2.1322 -1.0165 -3.6321  0.30
H -3.4721 7.1898 0.9442  0.28
H -1.7442 7.1157 4.2411  0.33
H -0.0859 -0.5098 -2.8587  0.51
H -0.9736 5.7533 1.1151  -0.10
H 0.9529 -4.4637 1.9340  0.40
H -4.7427 8.4346 1.0642  0.32
H -4.0088 8.0793 4.3882  0.38
H -2.0173 -4.9146 -4.0443  0.44
H 5.0008 -1.8006 -0.4673  0.34
H -4.5781 6.9999 3.1044  0.31
H 1.3215 -2.5306 -1.6967  0.48
H -2.0901 -6.1324 4.8992  0.32
H -1.4590 -6.2591 2.4817  0.35
H -0.5788 -1.3174 -1.3528  0.06
H -2.9992 -2.6682 -1.4314  0.33
H 6.5332 -0.6289 -3.4737  0.33
H -1.3078 -6.1605 -1.7710  0.20
H -1.5294 0.7375 -0.1261  0.51
H 0.0106 -3.0063 3.6287  0.40
H 5.0614 -1.5627 -3.7382  0.39
H -3.5352 -3.4151 -2.9465  0.40
H 0.9534 3.9241 1.0734  0.43
H 1.6301 2.6080 0.1450  0.46
H -0.6862 2.3078 1.3485  0.48
H -1.2855 1.7306 -1.5483  0.38
H -1.5150 -3.2524 -4.4466  0.30
H -2.1841 -7.5123 -2.5175  0.24
H 6.1866 -1.9949 -2.4358  0.33
H -2.0839 -4.5436 4.0902  0.29
H 3.1004 0.7402 -1.6433  -0.26
H 4.3518 -0.2481 0.1095  0.23
H -1.2745 -1.9730 2.9702  0.26
H -0.1636 -5.1201 0.7237  0.30
H -2.2997 -7.2493 -0.7654  0.30
H 5.5110 0.7424 -2.0201  0.51
H 3.2484 -2.0359 -2.7650  0.60
H 1.0859 1.2117 -1.5825  0.06
H -2.7642 -4.8294 -0.3522  0.00
H -3.1013 8.8810 0.5533  0.25
H 6.0924 -0.4430 -0.1254  0.43
H 3.5890 0.6775 -3.3197  0.34

Calculated LUMO (eV), listed in the same order as above: 0.3 -4.2 0.6